{
  "formula": "C3H14N2O3",
  "method": "the ωB97M-V functional and the def2-TZVPD basis",
  "lumo_ev": 0.362,
  "homo_energy_ha": -0.3013,
  "e_above_lowest_ev": 2.776,
  "max_force_ev_per_a": 4.1,
  "orbital_gap_ev": 8.5620,
  "smiles": "NCNCCO.O.O",
  "species": ["N", "C", "N", "C", "C", "O", "H", "H", "H", "H", "H", "H", "H", "H", "H", "H", "O", "H", "H", "O", "H", "H"],
  "coordinates": [[-0.423, -2.142, 0.054], [-1.630, -1.400, -0.372], [-1.331, -0.036, -0.781], [-1.452, 0.998, 0.231], [-0.082, 1.386, 0.678], [0.092, 0.287, 1.595], [0.182, -1.864, 0.818], [-0.030, -2.921, -0.480], [-2.039, -1.941, -1.272], [-2.435, -1.439, 0.430], [-0.333, -0.093, -1.205], [-2.167, 1.846, -0.246], [-2.040, 0.628, 1.248], [0.777, 1.233, -0.061], [0.050, 2.381, 0.978], [0.410, 0.495, 2.460], [1.467, 0.935, -2.485], [0.730, 1.237, -1.837], [2.255, 0.994, -2.006], [2.742, -0.063, 0.418], [1.877, -0.313, 0.768], [3.378, -0.207, 1.067]]
}